# 1
H5N2OPS2 | the ωB97M-V functional and the def2-TZVPD basis

LUMO: 0.199 eV
charge: 0
HOMO-LUMO gap: 8.6 eV
2S+1: 1
energy relative to the best compared isomer or geometry (same formula, charge and spin): 15.2 kcal per mole
energy: -36068.0920 eV
HOMO: -0.3098 hartree
SMILES: NN[P@@](O)(=S)S

Geometry (Å):
N (0.2873, 1.4592, -0.2002)
N (0.8519, 0.4972, 0.6243)
O (0.4933, -1.3016, -1.1791)
P (0.2047, -1.0126, 0.3275)
S (1.0201, -2.4073, 1.7737)
S (-2.0387, -0.9881, 0.4925)
H (0.9204, 2.2227, -0.2448)
H (-0.6600, 1.5201, 0.0156)
H (0.8343, 0.7455, 1.5550)
H (1.4202, -1.1630, -1.3794)
H (-2.0220, -2.3247, 0.6834)

---

# 2
C33H40Cl2N2NaO4 | the ωB97M-V functional and the def2-TZVPD basis

LUMO: 1.966 eV
charge: -1
HOMO-LUMO gap: 6.0 eV
2S+1: 1
energy relative to the best compared isomer or geometry (same formula, charge and spin): 21.6 kcal per mole
energy: -75501.6376 eV
HOMO: -0.1482 hartree

Geometry (Å):
Na (-0.0257, 1.5193, 0.0039)
C (1.9838, 2.8412, 1.3995)
C (2.9345, 2.7611, 0.1930)
C (2.2488, 2.9788, -1.1642)
C (3.7725, 1.4980, 0.1125)
C (5.1520, 1.6354, 0.0501)
C (5.9877, 0.5479, -0.1506)
C (5.4340, -0.7037, -0.3187)
C (4.0556, -0.9008, -0.2500)
C (3.5170, -2.2960, -0.5228)
C (4.0315, -3.3154, 0.4924)
C (3.8441, -2.7283, -1.9530)
C (3.2296, 0.2011, 0.0076)
N (1.8175, -0.0308, 0.1547)
C (1.5487, -0.7448, 1.1762)
C (0.2644, -1.2334, 1.8086)
C (0.5679, -2.5262, 2.5106)
C (-0.3171, -3.5068, 2.6553)
C (-1.6718, -3.3638, 2.1348)
C (-2.0468, -2.2834, 1.4493)
C (-1.1081, -1.1876, 1.1657)
N (-1.4546, -0.1565, 0.5068)
C (-2.7623, -0.0076, -0.0329)
C (-3.0195, -0.5767, -1.2849)
C (-4.2409, -0.3106, -1.8975)
C (-5.1829, 0.4958, -1.2869)
C (-4.9074, 1.0366, -0.0413)
C (-3.7014, 0.8094, 0.6143)
C (-3.5009, 1.4661, 1.9738)
C (-2.5166, 2.6352, 1.9436)
C (-3.1807, 0.4924, 3.1086)
C (-2.0100, -1.4584, -1.9958)
C (-2.5297, -2.8862, -2.1509)
C (-1.6112, -0.8703, -3.3494)
H (1.2071, 3.5869, 1.2195)
H (2.5174, 3.1211, 2.3077)
H (1.5236, 1.8823, 1.6302)
H (3.6448, 3.5861, 0.3054)
H (1.6612, 2.1097, -1.4598)
H (2.9988, 3.1173, -1.9444)
H (1.5837, 3.8403, -1.1464)
H (5.5735, 2.6286, 0.1534)
H (7.0610, 0.6828, -0.1909)
H (6.0787, -1.5535, -0.5087)
H (2.4305, -2.2720, -0.4410)
H (5.1167, -3.4242, 0.4298)
H (3.5873, -4.2958, 0.3091)
H (3.7894, -3.0178, 1.5131)
H (4.9230, -2.8000, -2.1072)
H (3.4518, -2.0138, -2.6770)
H (3.4099, -3.7069, -2.1664)
H (2.3601, -1.0152, 1.8593)
H (1.5465, -2.6080, 2.9538)
H (-0.0539, -4.4031, 3.2011)
H (-2.3954, -4.1475, 2.3281)
H (-3.0588, -2.1748, 1.0822)
H (-4.4461, -0.7343, -2.8732)
H (-6.1200, 0.7136, -1.7816)
H (-5.6407, 1.6738, 0.4399)
H (-4.4800, 1.9016, 2.2011)
H (-1.4866, 2.2958, 1.8403)
H (-2.5737, 3.1985, 2.8764)
H (-2.7177, 3.3146, 1.1166)
H (-2.1347, 0.1851, 3.1241)
H (-3.8124, -0.3972, 3.0565)
H (-3.3773, 0.9800, 4.0661)
H (-1.1075, -1.4995, -1.3850)
H (-3.4397, -2.9063, -2.7553)
H (-2.7566, -3.3389, -1.1842)
H (-1.7834, -3.5064, -2.6509)
H (-2.4700, -0.7926, -4.0197)
H (-0.8699, -1.5098, -3.8335)
H (-1.1836, 0.1279, -3.2495)
O (0.1637, -0.1805, 2.8103)
O (0.9116, -0.5366, 3.9961)
Cl (-3.8269, 3.8491, -3.1597)
C (-2.3404, 3.0897, -2.5634)
Cl (-1.2099, 2.7932, -3.9370)
C (-1.5991, 3.9159, -1.4749)
O (-1.7635, 5.1247, -1.4288)
O (-0.8745, 3.1772, -0.7542)
H (-2.6203, 2.1081, -2.1902)

---

# 3
C19H16Cl3F3NO5S | the ωB97M-V functional and the def2-TZVPD basis

LUMO: 2.400 eV
charge: -1
HOMO-LUMO gap: 8.1 eV
2S+1: 1
energy: -88240.7547 eV
HOMO: -0.2090 hartree

Geometry (Å):
C (3.2713, -4.5113, 1.8940)
C (2.6941, -3.4775, 0.9914)
Cl (3.2934, -3.5522, -0.6312)
C (1.7893, -2.5651, 1.3224)
Cl (1.1469, -2.5659, 2.9496)
C (1.2962, -1.4803, 0.4502)
C (2.2143, -0.5462, -0.0349)
C (1.8330, 0.5221, -0.8259)
C (0.4872, 0.6677, -1.1830)
C (0.0888, 1.8409, -2.0421)
C (0.2740, 3.1635, -1.2907)
O (-0.9960, 3.8010, -1.1146)
C (-1.1816, 4.4193, 0.1230)
C (-1.9723, 3.5130, 1.0400)
F (-2.2003, 4.1193, 2.2160)
F (-3.1538, 3.1941, 0.5270)
F (-1.3250, 2.3780, 1.3003)
C (-0.4325, -0.2735, -0.7039)
C (-0.0587, -1.3418, 0.1128)
N (-0.9802, -2.3117, 0.5971)
C (-2.2691, -1.8420, 0.9526)
C (-2.9237, -2.4238, 2.0423)
C (-4.1896, -1.9844, 2.4185)
C (-4.8245, -0.9489, 1.7357)
C (-4.1793, -0.3655, 0.6472)
C (-2.9210, -0.8243, 0.2627)
S (-2.1507, -0.1147, -1.1641)
H (4.3506, -4.5198, 1.7615)
H (2.8754, -5.5022, 1.6897)
H (3.0859, -4.2704, 2.9331)
H (3.2532, -0.6548, 0.2351)
H (2.5715, 1.2264, -1.1743)
H (0.7416, 1.8302, -2.9069)
H (-0.9447, 1.7700, -2.3555)
H (0.7529, 2.9796, -0.3314)
H (0.9357, 3.8210, -1.8543)
H (-1.7937, 5.3062, -0.0314)
H (-0.2471, 4.6848, 0.6092)
H (-1.0117, -3.1400, 0.0169)
H (-2.4641, -3.2202, 2.6075)
H (-4.6835, -2.4381, 3.2655)
H (-5.7941, -0.5894, 2.0399)
H (-4.6191, 0.4443, 0.0851)
O (4.8827, 2.0832, -3.0787)
Cl (4.0787, 1.1530, -3.8402)
O (4.5459, 1.0980, -5.2022)
O (2.6984, 1.6055, -3.8247)
O (4.1553, -0.1571, -3.2360)

---

# 4
C4H12N2O | the ωB97M-V functional and the def2-TZVPD basis

LUMO: 0.823 eV
charge: 0
HOMO-LUMO gap: 10.4 eV
2S+1: 1
energy relative to the best compared isomer or geometry (same formula, charge and spin): 70.1 kcal per mole
energy: -9368.1535 eV
HOMO: -0.3502 hartree
SMILES: C[C@@H](O)[C@@H](N)CN

Geometry (Å):
N (-1.5350, -1.2242, -0.0526)
C (-0.6756, -0.0542, 0.2610)
C (-0.1761, 0.6740, -0.9565)
C (0.7649, 1.8341, -0.8309)
O (0.5482, -0.3586, -1.9313)
C (0.5314, -0.6429, 0.9780)
N (0.5617, -0.1154, 2.3815)
H (-2.0461, -0.8911, -0.9412)
H (-2.3220, -1.2600, 0.6630)
H (-0.9658, 0.7702, 0.9852)
H (-1.1685, 0.6474, -1.4740)
H (1.8723, 1.5937, -0.5883)
H (0.8148, 2.3852, -1.8905)
H (0.4704, 2.4157, -0.0285)
H (0.1295, -1.2372, -1.5204)
H (1.4728, -0.2702, 0.5319)
H (0.5256, -1.7056, 0.9623)
H (1.3029, -0.6324, 2.9191)
H (-0.3265, -0.4349, 2.8201)

---

# 5
C5H11NO | the ωB97M-V functional and the def2-TZVPD basis

LUMO: 0.954 eV
charge: 0
HOMO-LUMO gap: 10.6 eV
2S+1: 1
energy relative to the best compared isomer or geometry (same formula, charge and spin): 13.4 kcal per mole
energy: -8901.1182 eV
HOMO: -0.3561 hartree
SMILES: CCCCC(N)=O

Geometry (Å):
C (2.5523, -0.4025, -0.8421)
C (1.1214, -0.9493, -0.6090)
C (0.3252, 0.0163, 0.3006)
C (-0.9514, 0.6000, -0.3539)
C (-2.2253, 0.1692, 0.3714)
N (-2.4624, 0.8984, 1.5298)
O (-2.8976, -0.7783, 0.0430)
H (3.0232, 0.0841, 0.0108)
H (2.4551, 0.3000, -1.6711)
H (3.2702, -1.1680, -1.1487)
H (0.6466, -0.8905, -1.5855)
H (1.1228, -1.9734, -0.2912)
H (0.0694, -0.4618, 1.2493)
H (0.9522, 0.8754, 0.5356)
H (-0.9334, 1.6870, -0.2962)
H (-1.0912, 0.2498, -1.3725)
H (-3.3040, 0.6394, 2.0174)
H (-1.6732, 1.1040, 2.1122)

---

# 6
C3H7Cl3N2OP | the ωB97M-V functional and the def2-TZVPD basis

LUMO: -5.573 eV
charge: +1
HOMO-LUMO gap: 8.8 eV
2S+1: 1
energy relative to the best compared isomer or geometry (same formula, charge and spin): 43.0 kcal per mole
energy: -55101.0882 eV
HOMO: -0.5270 hartree

Geometry (Å):
C (1.6105, 0.5744, 0.0232)
C (0.7945, -1.3571, 1.0735)
C (-0.1990, 0.9803, 1.5409)
N (0.8381, 0.0535, 0.9053)
N (2.4481, 1.4029, -0.1881)
O (5.6793, -1.5046, -0.9020)
P (4.5775, -0.5734, -0.7170)
Cl (3.3299, -0.7207, -2.3637)
Cl (5.2777, 1.2321, -0.6869)
Cl (4.1396, -0.9497, 1.2408)
H (1.2994, -1.9360, 0.2059)
H (1.4571, -1.6338, 1.8701)
H (-0.2449, -1.7247, 1.1751)
H (-1.2030, 0.5503, 1.3713)
H (0.0598, 0.9468, 2.6176)
H (-0.1191, 1.9548, 1.0935)
H (2.8683, 1.7003, -1.0440)

---

# 7
C9H34BaN4O7 | the ωB97M-V functional and the def2-TZVPD basis

LUMO: -5.358 eV
charge: +2
HOMO-LUMO gap: 10.0 eV
2S+1: 1
energy relative to the best compared isomer or geometry (same formula, charge and spin): 0.0 kcal per mole
energy: -30862.0412 eV
HOMO: -0.5631 hartree

Geometry (Å):
Ba (0.3652, -0.9723, -0.6723)
C (-0.2120, 0.2302, 3.2465)
O (-0.2372, 0.0516, 2.0253)
N (0.1031, -0.7585, 4.1285)
N (-0.5892, 1.3887, 3.8668)
H (0.3288, -0.5602, 5.0817)
H (0.3152, -1.6101, 3.6326)
H (-0.6085, 2.2483, 3.3461)
H (-0.5488, 1.4505, 4.8656)
C (2.2033, 3.4476, -1.3531)
C (2.0044, 1.9659, -0.9835)
C (2.6848, 1.7991, 0.3816)
O (2.5153, 0.4506, 0.8157)
C (3.2386, 0.0666, 1.9797)
N (0.5427, 1.8055, -0.7966)
H (3.2302, 3.6414, -1.6819)
H (2.1086, 4.1648, -0.5363)
H (1.5503, 3.7778, -2.1605)
H (2.3313, 1.1897, -1.6768)
H (2.3998, 2.5473, 1.1249)
H (3.7408, 2.0020, 0.1640)
H (2.9584, -0.9744, 2.1319)
H (3.0044, 0.6840, 2.8483)
H (4.3192, 0.1207, 1.8246)
H (0.2767, 2.2503, 0.0841)
H (-0.0672, 2.3855, -1.3700)
C (-4.1139, 1.0927, -1.8037)
C (-2.8798, 0.4239, -1.1316)
C (-3.2933, -0.7938, -0.2867)
O (-2.1465, -1.4616, 0.2581)
C (-2.5026, -2.1363, 1.4571)
N (-1.8086, 0.1744, -2.1052)
H (-4.8763, 1.4280, -1.1049)
H (-4.5081, 0.3985, -2.5477)
H (-3.7845, 1.9538, -2.3868)
H (-2.4762, 1.0862, -0.3600)
H (-3.7941, -1.5234, -0.9408)
H (-4.1122, -0.5455, 0.3899)
H (-1.6236, -2.7737, 1.6206)
H (-3.3505, -2.8224, 1.4460)
H (-2.5195, -1.5519, 2.3801)
H (-1.4463, 0.9950, -2.5788)
H (-2.0238, -0.3719, -2.9361)
O (1.0995, -3.1349, 0.7505)
H (1.9054, -3.2133, 1.2766)
H (1.0705, -3.9533, 0.2357)
O (2.8870, -1.7239, -1.2320)
H (3.5671, -1.9133, -0.5739)
H (3.1677, -2.2119, -2.0181)
O (0.8926, -0.2500, -3.3191)
H (1.2791, 0.5581, -3.6812)
H (0.8974, -0.8730, -4.0583)
O (-0.8653, -2.9864, -2.2189)
H (-1.4608, -2.8099, -2.9570)
H (-1.1388, -3.8527, -1.8907)

---

# 8
C5H11NOsP | the ωB97M-V functional and the def2-TZVPD basis

<S²>: 6.012
LUMO (spin up / spin down): -2.817 / -6.423 eV
charge: +1
HOMO-LUMO gap (spin up / spin down): 7.9 / 6.7 eV
2S+1: 5
energy relative to the best compared isomer or geometry (same formula, charge and spin): 34.6 kcal per mole
energy: -18595.3660 eV
HOMO (spin up / spin down): -0.3938 / -0.4841 hartree

Geometry (Å):
C (0.5587, 0.2405, -1.9209)
C (-0.7176, -0.4130, -1.7469)
C (-0.5190, -1.5784, -0.9439)
C (0.8629, -1.6635, -0.6003)
C (1.5018, -0.5352, -1.1856)
Os (-0.0485, 0.0999, -0.0071)
P (-0.4185, 2.2835, 0.7424)
H (0.7266, 1.1602, -2.4650)
H (-1.6397, -0.1243, -2.2305)
H (-1.2564, -2.3320, -0.7708)
H (2.5672, -0.3619, -1.1796)
H (1.3182, -2.4531, -0.0704)
H (-1.3919, 2.5489, 1.7277)
H (-0.9339, 3.0564, -0.3197)
H (0.6334, 3.1342, 1.1559)
N (-0.3198, -0.7599, 2.4690)
H (-0.1067, -1.3988, 1.6329)
H (-0.5058, -1.2224, 3.3277)
H (-0.3110, 0.3190, 2.3852)

---

- What is the energy in the seventh record?
  -30862.0412 eV

---

What did the fourth record say?
C4H12N2O | the ωB97M-V functional and the def2-TZVPD basis

LUMO: 0.823 eV
charge: 0
HOMO-LUMO gap: 10.4 eV
2S+1: 1
energy relative to the best compared isomer or geometry (same formula, charge and spin): 70.1 kcal per mole
energy: -9368.1535 eV
HOMO: -0.3502 hartree
SMILES: C[C@@H](O)[C@@H](N)CN

Geometry (Å):
N (-1.5350, -1.2242, -0.0526)
C (-0.6756, -0.0542, 0.2610)
C (-0.1761, 0.6740, -0.9565)
C (0.7649, 1.8341, -0.8309)
O (0.5482, -0.3586, -1.9313)
C (0.5314, -0.6429, 0.9780)
N (0.5617, -0.1154, 2.3815)
H (-2.0461, -0.8911, -0.9412)
H (-2.3220, -1.2600, 0.6630)
H (-0.9658, 0.7702, 0.9852)
H (-1.1685, 0.6474, -1.4740)
H (1.8723, 1.5937, -0.5883)
H (0.8148, 2.3852, -1.8905)
H (0.4704, 2.4157, -0.0285)
H (0.1295, -1.2372, -1.5204)
H (1.4728, -0.2702, 0.5319)
H (0.5256, -1.7056, 0.9623)
H (1.3029, -0.6324, 2.9191)
H (-0.3265, -0.4349, 2.8201)

---

- energy of number 5 (C5H11NO)?
  -8901.1182 eV

---

- energy of number 5 (C5H11NO)?
  -8901.1182 eV